Entry 1:
ORCA calculation (ωB97M-V/def2-TZVPD) on the molecule C6H10O.

Values from the calculation:
* frontier orbital gap: 7.535 eV
* HOMO energy: -7.86 eV
* multiplicity: 1

CARTESIAN COORDINATES (ANGSTROEM)
C -1.4820 -1.6926 -0.6210
C -1.1175 -0.2066 -0.4966
C -0.1014 0.0083 0.5889
C 1.2073 1.7431 -0.6727
O -0.4316 -0.6233 1.6999
C 1.0888 0.7352 0.4570
C 2.2266 0.4272 1.2182
H -2.1689 -1.8525 -1.4575
H -1.9530 -2.0553 0.2954
H -0.5823 -2.2902 -0.7950
H -2.0169 0.3788 -0.2619
H -0.7176 0.1825 -1.4363
H 2.1180 2.3192 -0.4951
H 1.3049 1.2751 -1.6596
H 0.3568 2.4362 -0.7136
H 0.2743 -0.4460 2.3525
H 1.9946 -0.3391 1.9974

Here are the natural (NBO) charges for atoms 1 to 5, given in e:
1. C -0.600
2. C -0.490
3. C 0.568
4. C -0.634
5. O -0.630

=====

Entry 2:
ORCA calculation (ωB97M-V/def2-TZVPD) on the molecule C17H15N5O2S.

Values from the calculation:
* structure (SMILES): Cc1nc2c(s1)-c1nc(N(C)c3cccc([N+](=O)[O-])c3)ncc1CC2
* frontier orbital gap: 7.664 eV
* HOMO energy: -8.24 eV
* multiplicity: 1

CARTESIAN COORDINATES (ANGSTROEM)
C -0.4833 2.6504 -4.4752
C -0.2846 2.7421 -2.9910
N 0.0420 3.8690 -2.4158
C 0.1228 3.6916 -1.0602
C -0.0554 2.4255 -0.6032
S -0.3949 1.3572 -1.9093
C 0.0399 2.0955 0.7755
N 0.0625 0.8014 1.1138
C 0.2051 0.4770 2.3810
N 0.3983 -0.8423 2.7562
C 0.5972 -1.1606 4.1832
C 0.5997 -1.8452 1.8125
C -0.4078 -2.2362 0.9465
C -0.2071 -3.1630 -0.0397
C 1.0291 -3.7934 -0.1504
C 2.0717 -3.4680 0.7492
N 3.3817 -4.0620 0.6061
O 3.6202 -4.7177 -0.4252
O 4.2389 -3.9040 1.4507
C 1.8534 -2.4667 1.7257
N 0.2525 1.4415 3.3168
C 0.1773 2.7070 3.0279
C 0.0577 3.1208 1.7289
C 0.0226 4.5757 1.2835
C 0.6036 4.7787 -0.1656
H -1.4862 3.0468 -4.7375
H -0.4195 1.6113 -4.7473
H 0.2811 3.2395 -4.9477
H -0.3229 -0.9658 4.7474
H 0.8412 -2.2263 4.3259
H 1.4218 -0.6111 4.6063
H -1.3650 -1.7688 1.0054
H -0.9715 -3.5078 -0.7243
H 1.1924 -4.5971 -0.8770
H 2.6270 -2.2049 2.4672
H 0.2246 3.4252 3.8397
H -1.0215 4.9714 1.3435
H 0.6255 5.1480 1.9922
H 0.2835 5.7635 -0.5680
H 1.7132 4.7689 -0.1808

Here are the natural (NBO) charges for atoms 1 to 5, given in e:
1. C -0.653
2. C 0.104
3. N -0.451
4. C 0.182
5. C -0.327

=====

Entry 3:
ORCA calculation (ωB97M-V/def2-TZVPD) on a structure of composition C4H10N2O.

Values from the calculation:
* frontier orbital gap (alpha / beta): 5.138 / 8.817 eV
* HOMO energy (alpha / beta): -4.12 / -9.28 eV
* multiplicity: 3
* ⟨S²⟩: 2.01

CARTESIAN COORDINATES (ANGSTROEM)
C -0.0541 -1.5007 0.5664
C 1.3664 -1.0157 0.2853
C 0.2051 1.0540 0.0552
C 0.4043 1.6952 -1.3594
N -0.9457 -0.5004 -0.0054
N -2.1106 -0.3393 0.6594
O 1.3640 0.4475 0.5329
H -0.1510 -2.3513 -0.0472
H -0.2557 -1.7321 1.5860
H 2.1583 -1.5572 0.8781
H 1.5314 -1.2391 -0.8306
H -0.1543 1.8227 0.8960
H -0.1243 2.5825 -1.5054
H 0.2101 0.9821 -2.1006
H 1.5364 1.9454 -1.4410
H -2.1819 -0.4758 1.6374
H -2.7984 0.1821 0.1928

Here are the natural (NBO) charges for atoms 1 to 5, given in e:
1. C -0.308
2. C -0.076
3. C 0.094
4. C -0.678
5. N -0.152

=====

Entry 4:
ORCA calculation (ωB97M-V/def2-TZVPD) on a structure of composition C23H26N2O5P2PdS3.

Values from the calculation:
* frontier orbital gap: 6.628 eV
* HOMO energy: -8.19 eV
* multiplicity: 1

CARTESIAN COORDINATES (ANGSTROEM)
Pd -0.7317 -0.1277 -0.7808
C 0.9496 -3.2520 -0.3740
P 0.6525 -1.5991 0.2715
C 2.2214 -0.7552 0.5168
C -0.0507 -1.9166 1.9201
C 0.6713 -2.5077 2.9510
C 0.0603 -2.7235 4.1761
C -1.2675 -2.3629 4.3759
C -1.9962 -1.7836 3.3504
C -1.3810 -1.5592 2.1228
P -2.2055 -0.8489 0.6951
C -3.3792 0.3895 1.2932
C -3.2441 -2.1361 -0.0414
H 1.7246 -3.7359 0.2227
H 1.3581 -3.1939 -1.3794
H 0.0306 -3.8377 -0.3562
H 2.8579 -1.3718 1.1539
H 2.0631 0.2142 0.9887
H 2.7198 -0.6722 -0.4433
H 1.7102 -2.7790 2.8096
H 0.6250 -3.1657 4.9860
H -1.7319 -2.5272 5.3391
H -3.0275 -1.4980 3.5151
H -4.1767 -0.0841 1.8669
H -3.8047 0.9001 0.4292
H -2.8392 1.1184 1.8976
H -3.9313 -2.5310 0.7091
H -2.6351 -2.9468 -0.4370
H -3.8092 -1.6829 -0.8562
O 1.5400 2.3431 2.5943
S 0.1970 2.8331 2.4402
O -0.6612 2.8646 3.5862
N -0.5225 1.9862 1.2138
C -0.7242 2.7304 0.1692
S -1.3853 2.1709 -1.3315
C -0.3275 4.1639 0.3298
C -0.4319 5.2054 -0.5750
C 0.0172 6.4595 -0.1818
C 0.5619 6.6615 1.0826
C 0.6680 5.6152 1.9921
C 0.2106 4.3805 1.5856
H -0.8497 5.0378 -1.5589
H -0.0535 7.2922 -0.8689
H 0.9113 7.6466 1.3618
H 1.0944 5.7632 2.9750
N -1.6271 -0.6174 -3.4843
C -0.2611 -0.9564 -3.4991
C 0.1482 -2.2471 -3.8306
C 1.4752 -2.6119 -3.6822
C 2.4119 -1.7051 -3.1917
C 2.0298 -0.4018 -2.9528
C 0.6963 -0.0157 -3.0915
S 4.0480 -2.2604 -2.7069
O 4.4539 -3.1980 -3.7301
O 4.8183 -1.0363 -2.6001
O 3.7558 -2.8813 -1.4106
H -2.2108 -1.3100 -3.9307
H -1.8508 0.3039 -3.8357
H -0.5791 -2.9650 -4.1939
H 1.8071 -3.6121 -3.9350
H 2.7901 0.3140 -2.6634
H 0.4166 1.0230 -2.9982

Here are the natural (NBO) charges for atoms 1 to 5, given in e:
1. Pd 0.378
2. C -0.969
3. P 1.157
4. C -0.971
5. C -0.346

=====

Q: Number 3 is which compound?
A: C4H10N2O

=====

Please write out number 2 again, unchanged.
ORCA calculation (ωB97M-V/def2-TZVPD) on the molecule C17H15N5O2S.

Values from the calculation:
* structure (SMILES): Cc1nc2c(s1)-c1nc(N(C)c3cccc([N+](=O)[O-])c3)ncc1CC2
* frontier orbital gap: 7.664 eV
* HOMO energy: -8.24 eV
* multiplicity: 1

CARTESIAN COORDINATES (ANGSTROEM)
C -0.4833 2.6504 -4.4752
C -0.2846 2.7421 -2.9910
N 0.0420 3.8690 -2.4158
C 0.1228 3.6916 -1.0602
C -0.0554 2.4255 -0.6032
S -0.3949 1.3572 -1.9093
C 0.0399 2.0955 0.7755
N 0.0625 0.8014 1.1138
C 0.2051 0.4770 2.3810
N 0.3983 -0.8423 2.7562
C 0.5972 -1.1606 4.1832
C 0.5997 -1.8452 1.8125
C -0.4078 -2.2362 0.9465
C -0.2071 -3.1630 -0.0397
C 1.0291 -3.7934 -0.1504
C 2.0717 -3.4680 0.7492
N 3.3817 -4.0620 0.6061
O 3.6202 -4.7177 -0.4252
O 4.2389 -3.9040 1.4507
C 1.8534 -2.4667 1.7257
N 0.2525 1.4415 3.3168
C 0.1773 2.7070 3.0279
C 0.0577 3.1208 1.7289
C 0.0226 4.5757 1.2835
C 0.6036 4.7787 -0.1656
H -1.4862 3.0468 -4.7375
H -0.4195 1.6113 -4.7473
H 0.2811 3.2395 -4.9477
H -0.3229 -0.9658 4.7474
H 0.8412 -2.2263 4.3259
H 1.4218 -0.6111 4.6063
H -1.3650 -1.7688 1.0054
H -0.9715 -3.5078 -0.7243
H 1.1924 -4.5971 -0.8770
H 2.6270 -2.2049 2.4672
H 0.2246 3.4252 3.8397
H -1.0215 4.9714 1.3435
H 0.6255 5.1480 1.9922
H 0.2835 5.7635 -0.5680
H 1.7132 4.7689 -0.1808

Here are the natural (NBO) charges for atoms 1 to 5, given in e:
1. C -0.653
2. C 0.104
3. N -0.451
4. C 0.182
5. C -0.327

=====

Q: Which of these has the highest multiplicity?
A: C4H10N2O